The following is a DFT calculation (ωB97M-V/def2-TZVPD) of a 17-piece molecular cluster, C45H119N5O17 overall at a distorted geometry.

Summary:
Highest occupied orbital energy: -7.98 eV
Lowest unoccupied orbital energy: -0.4942 eV
Frontier orbital gap: 7.48 eV

```
186
C45H119N5O17 ωB97M-V/def2-TZVPD
O -3.854 -5.928 1.977
H -3.879 -6.704 2.550
H -2.966 -5.567 2.089
O -2.392 -3.570 -2.853
H -2.163 -2.883 -2.195
H -2.862 -3.104 -3.536
O -2.848 -5.991 -0.613
H -1.941 -6.139 -0.328
H -3.372 -5.955 0.209
O -6.003 1.886 0.852
H -5.208 2.380 1.095
H -6.002 1.886 -0.109
O -4.190 -0.747 -3.731
H -4.805 -0.107 -3.352
H -4.759 -1.421 -4.128
O -8.420 -1.833 -0.680
H -7.717 -1.256 -1.050
H -8.985 -1.240 -0.176
O -1.981 2.647 -2.157
H -2.611 3.009 -1.521
H -2.025 1.689 -2.024
O -5.895 -4.502 0.794
H -5.264 -5.079 1.258
H -6.148 -3.834 1.451
O -3.344 -0.637 -6.387
H -2.809 0.154 -6.504
H -3.460 -0.718 -5.426
O 0.651 -1.477 -5.653
H 0.374 -1.571 -4.734
H 1.505 -1.920 -5.696
O -6.985 -0.181 -2.146
H -6.705 0.728 -2.303
H -7.367 -0.470 -2.986
O -6.739 -2.750 2.867
H -7.049 -2.779 3.778
H -6.574 -1.816 2.692
C 0.217 0.101 -0.200
C -0.327 -1.185 -0.829
C 0.189 -2.279 0.184
C -0.607 -2.420 1.490
C -2.093 -2.612 1.195
C -2.667 -1.567 0.241
N -1.808 -1.366 -0.931
O -2.283 -0.250 -1.696
C -4.043 -2.055 -0.247
C -3.025 -0.262 1.023
C 0.261 -1.380 -2.217
H 1.297 0.235 -0.245
H -0.160 0.268 0.809
H -0.163 0.931 -0.808
H 0.132 -3.243 -0.334
H 1.221 -2.164 0.523
H -0.542 -1.517 2.094
H -0.308 -3.294 2.070
H -2.517 -2.352 2.169
H -2.318 -3.616 0.835
H -4.643 -1.292 -0.741
H -4.013 -2.961 -0.852
H -4.595 -2.334 0.652
H -3.625 0.406 0.408
H -3.566 -0.495 1.938
H -2.108 0.292 1.242
H 0.024 -2.308 -2.742
H 1.350 -1.329 -2.137
H -0.017 -0.595 -2.926
H -2.811 -0.608 -2.437
C 4.403 0.745 -4.669
C 3.307 1.810 -4.709
C 2.273 1.407 -3.627
C 1.354 2.522 -3.154
C 2.186 3.732 -2.693
C 3.198 4.188 -3.710
N 3.927 3.085 -4.342
O 4.986 3.472 -5.179
C 2.568 5.112 -4.810
C 4.252 5.038 -2.961
C 2.682 1.833 -6.134
H 5.025 0.835 -3.781
H 5.082 0.947 -5.502
H 3.929 -0.225 -4.823
H 1.673 0.614 -4.081
H 2.860 0.934 -2.836
H 0.728 2.131 -2.354
H 0.721 2.839 -3.985
H 2.525 3.579 -1.666
H 1.452 4.536 -2.566
H 1.820 4.578 -5.399
H 2.128 6.062 -4.506
H 3.381 5.393 -5.485
H 5.026 5.368 -3.651
H 3.808 5.934 -2.521
H 4.635 4.460 -2.121
H 1.883 2.560 -6.263
H 2.328 0.846 -6.440
H 3.482 2.020 -6.856
H 4.553 4.060 -5.820
C 1.000 1.227 7.439
C 0.252 1.797 6.208
C 1.012 1.285 4.977
C 0.759 -0.151 4.549
C -0.747 -0.341 4.384
C -1.574 0.034 5.630
N -1.175 1.372 6.086
O -1.912 1.860 7.188
C -3.028 0.118 5.181
C -1.373 -1.000 6.770
C 0.326 3.303 6.218
H 2.001 1.654 7.411
H 1.118 0.147 7.355
H 0.530 1.447 8.400
H 0.919 1.904 4.081
H 2.089 1.336 5.175
H 1.232 -0.949 5.123
H 1.187 -0.290 3.551
H -0.866 -1.431 4.322
H -1.181 0.024 3.454
H -3.718 0.396 5.976
H -3.164 0.826 4.360
H -3.349 -0.814 4.704
H -1.610 -0.607 7.756
H -1.859 -1.955 6.554
H -0.337 -1.350 6.818
H -0.264 3.714 7.038
H -0.062 3.731 5.292
H 1.336 3.704 6.319
H -1.399 1.555 7.956
C -2.319 2.893 3.132
C -2.656 4.373 2.854
C -1.730 5.306 3.676
C -0.288 5.357 3.182
C -0.419 5.858 1.744
C -1.249 4.979 0.804
N -2.561 4.744 1.448
O -3.473 4.077 0.580
C -1.461 5.783 -0.455
C -0.363 3.729 0.535
C -4.101 4.638 3.312
H -2.358 2.640 4.195
H -1.310 2.554 2.885
H -3.046 2.291 2.583
H -2.114 6.317 3.827
H -1.754 4.894 4.691
H 0.202 4.387 3.246
H 0.238 6.137 3.733
H 0.570 5.915 1.278
H -0.776 6.890 1.803
H -0.558 5.928 -1.041
H -2.179 5.224 -1.062
H -2.004 6.697 -0.210
H 0.045 3.216 1.404
H -0.940 3.033 -0.074
H 0.485 3.999 -0.097
H -4.402 5.678 3.154
H -4.407 4.403 4.330
H -4.784 4.081 2.663
H -4.131 4.770 0.453
C 4.593 -4.441 0.513
C 5.108 -4.303 -0.926
C 6.432 -3.513 -0.789
C 7.197 -3.534 -2.092
C 7.513 -4.936 -2.571
C 6.297 -5.898 -2.606
N 5.328 -5.644 -1.522
O 4.126 -6.337 -1.732
C 5.709 -5.732 -4.042
C 6.937 -7.273 -2.457
C 4.115 -3.463 -1.765
H 3.842 -5.235 0.578
H 3.991 -3.580 0.810
H 5.372 -4.672 1.235
H 6.152 -2.489 -0.523
H 7.052 -3.805 0.062
H 8.114 -2.939 -2.105
H 6.566 -3.019 -2.823
H 8.380 -5.365 -2.072
H 7.797 -4.750 -3.609
H 6.428 -6.074 -4.781
H 4.779 -6.274 -4.253
H 5.330 -4.716 -4.186
H 6.259 -8.123 -2.590
H 7.808 -7.483 -3.081
H 7.317 -7.481 -1.451
H 3.871 -2.576 -1.180
H 3.218 -4.063 -1.921
H 4.525 -3.123 -2.715
H 3.707 -5.858 -2.467
```



The following is a DFT calculation (ωB97M-V/def2-TZVPD) of C45H26BCoF4N9 as an isolated structure.

Summary:
Highest occupied orbital energy (alpha / beta): -3.91 / -3.91 eV
Lowest unoccupied orbital energy (alpha / beta): 1.0734 / 1.0699 eV
Frontier orbital gap (alpha / beta): 4.98 / 4.98 eV
Charge: -1

```
86
C45H26BCoF4N9 ωB97M-V/def2-TZVPD
Co 0.074 0.987 0.051
C -6.332 1.229 1.227
C -6.444 0.938 -0.141
C -5.322 0.752 -0.929
C -4.084 0.863 -0.312
C -2.725 0.717 -0.812
N -2.464 0.380 -2.044
C -1.221 0.256 -2.483
C -0.911 -0.188 -3.824
C -1.709 -0.648 -4.868
C -1.076 -1.029 -6.035
C 0.322 -0.950 -6.163
C 1.112 -0.492 -5.127
C 0.474 -0.115 -3.947
C 0.968 0.384 -2.681
N 2.244 0.659 -2.473
C 2.682 1.105 -1.326
N 1.977 1.277 -0.168
C 2.834 1.613 0.809
N 2.589 1.755 2.103
C 1.378 1.655 2.580
N 0.214 1.441 1.910
C -0.806 1.475 2.799
N -2.093 1.370 2.564
C -2.546 1.171 1.337
N -1.841 0.912 0.219
C -3.973 1.145 1.042
C -5.095 1.337 1.837
C -0.279 1.698 4.145
C -0.896 1.806 5.381
C -0.082 2.034 6.480
C 1.306 2.151 6.340
C 1.915 2.045 5.099
C 1.095 1.814 4.007
C 4.182 1.734 0.265
C 5.396 2.074 0.844
C 6.513 2.082 0.027
C 6.417 1.755 -1.333
C 5.203 1.413 -1.905
C 4.086 1.410 -1.082
N -0.077 0.569 -1.827
H -7.233 1.374 1.810
H -7.429 0.862 -0.584
H -5.393 0.527 -1.986
H -2.784 -0.705 -4.754
H -1.662 -1.395 -6.869
H 0.783 -1.256 -7.094
H 2.188 -0.426 -5.216
H -4.992 1.565 2.890
H -1.971 1.722 5.472
H -0.523 2.126 7.464
H 1.912 2.331 7.220
H 2.986 2.140 4.976
H 5.454 2.325 1.895
H 7.479 2.346 0.439
H 7.311 1.772 -1.944
H 5.117 1.160 -2.954
F -0.034 5.224 -0.702
B -0.131 4.214 0.240
F -1.288 4.310 1.009
F 1.007 4.139 1.041
F -0.224 2.940 -0.501
N 0.637 -0.765 0.528
C 0.218 -1.893 0.158
C 1.130 -3.073 0.403
C 2.509 -2.878 0.387
C 3.371 -3.939 0.616
C 2.866 -5.209 0.869
C 1.494 -5.410 0.884
C 0.631 -4.349 0.643
C -1.109 -2.251 -0.440
C -2.275 -2.057 0.294
C -3.504 -2.443 -0.225
C -3.575 -3.016 -1.487
C -2.413 -3.228 -2.217
C -1.184 -2.866 -1.686
H 2.886 -1.879 0.197
H 4.442 -3.775 0.593
H 3.540 -6.038 1.049
H 1.091 -6.397 1.081
H -0.440 -4.513 0.644
H -2.211 -1.608 1.277
H -4.407 -2.276 0.350
H -4.536 -3.298 -1.901
H -2.462 -3.674 -3.203
H -0.274 -3.042 -2.250
```



The following is a DFT calculation (ωB97M-V/def2-TZVPD) of C45H27AuCl4N4O3S as an isolated structure at a distorted geometry.

Summary:
Highest occupied orbital energy: -7.33 eV
Lowest unoccupied orbital energy: -1.8223 eV
Frontier orbital gap: 5.51 eV

```
85
C45H27AuCl4N4O3S ωB97M-V/def2-TZVPD
Au 0.216 0.358 0.349
Cl -6.256 -2.161 6.699
C -4.997 -1.721 5.598
C -4.615 -0.393 5.489
C -3.632 -0.044 4.584
C -3.011 -1.004 3.787
C -3.391 -2.338 3.931
C -4.382 -2.696 4.826
C -2.016 -0.581 2.787
C -2.429 0.311 1.809
C -3.786 0.727 1.654
C -3.829 1.565 0.593
C -2.490 1.700 0.112
C -2.116 2.565 -0.903
C -3.126 3.446 -1.502
C -3.302 3.520 -2.885
C -4.265 4.345 -3.433
C -5.072 5.109 -2.600
Cl -6.274 6.145 -3.279
C -4.907 5.058 -1.225
C -3.937 4.238 -0.687
C -0.793 2.633 -1.388
N 0.218 1.772 -1.073
C 1.269 2.110 -1.871
C 2.476 1.394 -1.991
C 3.314 1.722 -3.155
C 2.770 1.591 -4.434
C 3.521 1.905 -5.550
C 4.817 2.377 -5.395
Cl 5.746 2.807 -6.786
C 5.366 2.530 -4.131
C 4.617 2.192 -3.019
C 2.843 0.368 -1.142
C 4.044 -0.396 -1.289
C 4.032 -1.343 -0.325
C 2.824 -1.169 0.425
N 2.124 -0.101 -0.075
C 2.450 -1.978 1.477
C 1.261 -1.790 2.218
C 0.935 -2.517 3.385
C -0.315 -2.106 3.768
C -0.731 -1.142 2.824
N 0.270 -0.911 1.920
C 3.255 -3.157 1.836
C 4.575 -3.064 2.271
C 5.283 -4.194 2.640
C 4.670 -5.435 2.566
Cl 5.549 -6.854 3.016
C 3.356 -5.551 2.132
C 2.654 -4.415 1.779
C 0.956 3.262 -2.622
C -0.338 3.595 -2.314
N -1.654 0.901 0.848
H -5.088 0.358 6.101
H -3.334 0.989 4.494
H -2.929 -3.090 3.310
H -4.690 -3.725 4.920
H -4.605 0.395 2.261
H -4.692 2.036 0.167
H -2.684 2.916 -3.533
H -4.390 4.407 -4.502
H -5.522 5.667 -0.584
H -3.776 4.234 0.380
H 1.758 1.228 -4.533
H 3.102 1.794 -6.538
H 6.364 2.924 -4.017
H 5.031 2.328 -2.031
H 4.784 -0.230 -2.048
H 4.767 -2.102 -0.144
H 1.569 -3.234 3.869
H -0.892 -2.438 4.607
H 5.043 -2.095 2.349
H 6.301 -4.119 2.993
H 2.890 -6.522 2.076
H 1.637 -4.491 1.426
H 1.622 3.767 -3.292
H -0.907 4.432 -2.662
C -1.245 -2.824 -2.673
S -0.031 -1.866 -1.724
O 0.166 -0.609 -2.428
O 1.159 -2.671 -1.577
O -0.762 -1.667 -0.445
H -0.962 -2.829 -3.716
H -2.193 -2.330 -2.512
H -1.237 -3.814 -2.245
```



The following is a DFT calculation (ωB97M-V/def2-TZVPD) of C45H30Cl3N12O2SeZr as an isolated structure.

Summary:
Highest occupied orbital energy: -10.20 eV
Lowest unoccupied orbital energy: -3.1453 eV
Frontier orbital gap: 7.05 eV
Charge: +1

```
94
C45H30Cl3N12O2SeZr ωB97M-V/def2-TZVPD
Zr 0.077 0.027 0.027
C 2.743 2.523 3.118
C 2.281 1.349 2.496
N 1.923 1.294 1.233
C 2.039 2.433 0.481
C 2.414 3.671 1.028
C 2.775 3.684 2.395
C 2.438 4.814 0.196
C 2.115 4.689 -1.125
C 1.780 3.439 -1.686
C 1.758 2.304 -0.909
N 1.417 1.018 -1.330
C 1.842 0.526 -2.550
C 2.852 1.010 -3.351
C 3.178 0.353 -4.559
C 2.518 -0.765 -4.979
C 1.483 -1.299 -4.173
C 0.726 -2.444 -4.506
C -0.261 -2.874 -3.663
C -0.494 -2.171 -2.468
N 0.205 -1.111 -2.121
C 1.170 -0.657 -2.964
H 3.033 2.493 4.158
H 2.203 0.431 3.067
H 3.084 4.615 2.853
H 2.713 5.771 0.616
H 2.120 5.559 -1.767
H 1.543 3.372 -2.740
H 3.406 1.893 -3.065
H 3.977 0.763 -5.163
H 2.770 -1.249 -5.913
H 0.929 -2.964 -5.434
H -0.871 -3.736 -3.894
H -1.275 -2.486 -1.785
C -1.338 -2.174 5.270
N -1.086 -2.145 3.835
C -0.252 -1.380 3.143
N -0.446 -1.563 1.842
C -1.458 -2.481 1.811
N -1.855 -2.869 2.991
C -0.139 -2.575 6.094
C -0.130 -2.271 7.452
C 0.932 -2.664 8.254
C 2.005 -3.351 7.707
C 2.000 -3.648 6.349
C 0.928 -3.267 5.548
C 3.130 -4.356 5.751
N 4.136 -4.918 6.317
N 4.926 -5.433 5.288
C 4.320 -5.148 4.192
O 3.169 -4.455 4.396
C 4.703 -5.440 2.812
C 5.827 -6.216 2.544
C 6.176 -6.472 1.229
C 5.415 -5.956 0.187
C 4.293 -5.184 0.455
C 3.451 -4.647 -0.677
N 3.008 -3.279 -0.434
C 1.849 -2.830 0.029
N 1.904 -1.509 0.164
C 3.171 -1.208 -0.253
N 3.867 -2.252 -0.609
C 3.940 -4.930 1.771
H -2.163 -2.875 5.394
H -1.699 -1.189 5.570
H 0.433 -0.693 3.606
H -1.901 -2.837 0.899
H -0.959 -1.726 7.889
H 0.927 -2.427 9.308
H 2.844 -3.654 8.317
H 0.931 -3.529 4.498
H 6.414 -6.606 3.364
H 7.051 -7.068 1.012
H 5.704 -6.149 -0.839
H 2.555 -5.249 -0.840
H 4.015 -4.626 -1.607
H 1.005 -3.461 0.256
H 3.554 -0.203 -0.284
H 3.074 -4.322 2.001
Cl -6.356 1.031 -3.653
C -5.002 0.542 -2.694
C -3.945 1.417 -2.511
C -2.885 0.993 -1.736
Cl -1.513 2.031 -1.499
C -2.831 -0.258 -1.119
O -1.786 -0.595 -0.365
C -3.908 -1.112 -1.358
Cl -3.907 -2.711 -0.695
C -4.989 -0.722 -2.131
H -3.950 2.399 -2.959
H -5.813 -1.403 -2.288
Se -0.920 1.731 1.999
C -2.693 1.226 1.869
N -3.788 0.876 1.787
```